The following is a quantum chemistry calculation of 2 unconnected molecules or ions with the total composition C14H23FN3 at a distorted geometry, from the OMol25 dataset.

- Kohn-Sham gap (Eh) = 0.2693
- relative energy (zero: lowest compared OMol25 entry of this formula, charge and spin) (kJ/mol) = 0.0
- total charge = +1
- electronic energy (eV) = -22072.4598
- highest occupied orbital energy (eV) = -10.8

Structure (XYZ):
```
41
Properties=species:S:1:pos:R:3:forces:R:3
C -2.51432 1.71711 0.43481 -0.0782 0.6637 0.1003
N -2.09630 0.33088 0.35604 1.0720 0.0801 -0.4506
C -2.90964 -0.78039 0.80725 -0.9514 -0.1414 0.3542
C -1.94878 -1.96494 0.74660 -0.3186 -0.9948 -0.1321
N -0.67132 -1.34975 0.41671 0.5498 0.8282 -0.3365
C 0.59578 -2.06445 0.34986 0.5778 -0.1697 -0.2016
C -0.82704 -0.04840 0.19542 -1.7535 -0.9920 1.2757
C 0.25145 0.95300 0.19948 0.3563 0.3837 -0.1193
H -1.95648 2.29570 -0.31256 -0.3399 -0.0896 0.2031
H -3.58730 1.80954 0.22370 0.3681 -0.1663 0.0071
H -2.29603 2.14876 1.42692 -0.1588 -0.2656 -0.3319
H -3.30737 -0.59006 1.81652 0.2771 0.0313 -0.2248
H -3.77488 -0.92053 0.15102 0.1770 0.0517 0.0604
H -1.87186 -2.54588 1.67727 0.0284 0.3434 -0.1995
H -2.25745 -2.66584 -0.03778 0.1966 0.0769 0.0642
H 1.40942 -1.38111 0.63019 -0.2563 -0.3730 -0.0176
H 0.60812 -2.90763 1.05178 -0.2019 0.3216 -0.1424
H 0.80805 -2.45135 -0.66260 -0.2563 0.1403 0.3979
H 1.20749 0.46284 0.02990 0.1123 0.4554 -0.0737
H 0.04438 1.75163 -0.52469 0.3707 -0.1904 0.1948
C 2.86572 0.67471 4.00308 0.3592 -0.3691 -0.0403
C 2.82040 2.13571 4.33847 0.5002 0.8473 0.9745
N 2.43345 2.97939 3.39040 -1.6632 -1.0845 -0.6967
F 0.19670 1.45661 1.49234 0.2409 0.0355 -0.3798
C 1.86913 4.13307 3.72893 0.6640 0.4819 1.0860
C 0.92174 4.75415 2.74535 -0.0177 0.4095 -0.3050
C 2.10848 4.69552 5.00082 -0.1657 -0.5069 -0.5612
C 2.82523 3.95057 5.94706 0.2057 -0.0042 -0.3459
C 3.32715 4.59673 7.21290 0.0535 0.0086 0.2991
C 3.10288 2.61040 5.63879 -0.3359 0.0120 -0.5835
H 3.37313 0.13062 4.80527 -0.0453 -0.0604 -0.1996
H 1.84489 0.26453 3.91622 0.2509 0.3004 0.0995
H 3.36744 0.46596 3.04890 -0.0177 0.2039 0.2282
H 0.69480 5.78542 3.03529 0.0042 -0.1415 -0.1549
H 1.31129 4.74094 1.71839 0.0390 0.0055 0.3111
H -0.03161 4.19667 2.72571 0.3885 0.1027 0.1482
H 1.74372 5.69731 5.21860 0.0938 -0.1798 0.0719
H 3.90679 3.88456 7.81370 -0.1930 0.1712 -0.1175
H 3.99300 5.43957 6.96986 -0.2173 -0.2731 0.0098
H 2.51960 5.00220 7.84105 0.1559 -0.1724 -0.2520
H 3.53664 1.93024 6.36862 -0.0713 0.2201 -0.0196
```
Forces are in eV/Å.

The following is a quantum chemistry calculation of a molecular structure, C11H13N7O4Pt at a distorted geometry, from the OMol25 dataset.

- Kohn-Sham gap (Eh) = 0.2292
- relative energy (zero: lowest compared OMol25 entry of this formula, charge and spin) (kJ/mol) = 180.7
- total charge = 0
- electronic energy (eV) = -33480.1583
- highest occupied orbital energy (eV) = -6.6

Structure (XYZ):
```
36
Properties=species:S:1:pos:R:3:forces:R:3
Pt 1.86302 -0.03094 0.81986 4.3094 2.0716 1.0439
N 2.10802 1.89646 -1.34454 0.0171 0.5057 -0.6886
N 1.06882 2.84486 -1.32234 -0.4359 -0.3160 -0.1262
C 0.02832 2.56376 -0.47344 -0.0831 1.3276 0.4724
N -1.11618 3.26506 -0.59314 0.0897 -0.5328 -0.0794
N 0.33842 1.83366 0.58506 0.4445 0.0003 0.2162
N -0.56218 1.29866 1.39336 -0.6557 0.5746 0.6508
O -0.10938 0.37746 2.11256 -0.6683 0.9239 -0.4197
O -1.72758 1.69916 1.46416 0.2219 -0.4328 0.1091
H 2.98662 2.36356 -1.53454 -0.1487 -0.0024 0.0532
H 1.92882 1.16796 -2.03624 -0.0972 0.1795 0.2171
H 0.75662 3.18306 -2.23094 0.0479 0.0148 0.2702
H -1.40428 3.57006 -1.50744 0.0389 -0.0115 -0.0627
H -1.84488 2.94946 0.04606 0.1675 0.1419 -0.1773
N 3.72112 0.65826 3.13806 0.1901 0.2494 0.1118
C 3.06722 0.48556 2.19176 -0.2280 -0.6070 -0.3235
H 4.22322 0.74086 3.99336 -0.0370 0.0201 -0.0863
O 0.96002 -2.26724 1.25616 -3.1865 -1.0059 -1.1880
C 0.10092 -1.81564 0.46286 2.8074 -1.6165 1.5026
N 0.46572 -0.78614 -0.35724 -1.3876 -0.1346 -1.5241
C -0.62978 -0.30414 -1.04224 2.0088 0.7677 -0.5142
O -0.59878 0.71196 -1.75404 -0.6973 -1.2452 0.1161
C -1.74738 -1.18534 -0.72154 -1.0614 -1.3507 0.7016
C -3.06728 -1.17984 -1.14144 0.5791 0.3150 -0.0653
C -3.92998 -2.10514 -0.58374 -0.1299 -0.3706 0.3178
C -3.48848 -3.01504 0.37866 -0.3747 0.1346 -0.2723
C -2.17088 -3.03884 0.79956 0.6470 0.2204 -0.1127
C -1.29218 -2.12934 0.23186 -1.9682 0.2250 -0.5640
H -3.40388 -0.45694 -1.87054 -0.0423 0.0374 -0.0466
H -4.96888 -2.11554 -0.88174 -0.0480 -0.0180 -0.0171
H -4.19388 -3.71154 0.80726 -0.0682 -0.0461 0.0201
H -1.83198 -3.73764 1.54936 0.0472 -0.0440 0.0566
C 3.41802 -0.81384 -0.31134 -0.3479 -0.0213 0.6018
H 3.05012 -1.05634 -1.30454 -0.1068 0.0024 -0.1154
H 3.74592 -1.73434 0.17086 0.1028 -0.0258 -0.0789
H 4.25692 -0.12604 -0.38974 0.0535 0.0695 0.0007
```
Forces are in eV/Å.

The following is a quantum chemistry calculation of a molecular structure, C19H64B2NO36 at a distorted geometry, from the OMol25 dataset.

- Kohn-Sham gap (Eh) = 0.2438
- relative energy (zero: lowest compared OMol25 entry of this formula, charge and spin) (kJ/mol) = 118.5
- total charge = -1
- electronic energy (eV) = -97295.9052
- highest occupied orbital energy (eV) = -6.3

Structure (XYZ):
```
122
Properties=species:S:1:pos:R:3:forces:R:3
C 16.24500 37.12400 16.48400 -1.7622 -2.3792 -2.2508
C 16.66700 37.92700 15.25000 -0.6762 -0.2527 -1.9070
C 15.67700 39.12500 14.87200 -1.0396 -3.0266 1.3419
C 14.14200 38.79800 15.17100 3.7606 -5.2498 1.9748
N 13.26800 39.84400 14.72500 -3.5821 -0.5335 1.4113
C 11.78800 39.46600 14.91300 -0.8970 -5.1993 0.8873
C 11.01200 40.36400 14.11300 -5.2035 -0.9792 -1.0129
C 11.74700 40.47400 12.84300 2.8655 -1.7477 2.5000
C 13.20700 39.95500 13.28500 -0.8660 5.7008 -0.6053
C 13.54400 41.13000 15.43200 -6.5458 -0.2755 3.4967
C 13.31400 41.03400 16.99000 -0.7262 -0.8141 -1.8276
C 13.11500 42.28700 17.72300 -2.8449 3.2876 1.2420
H 17.01900 36.31300 16.68300 -1.4381 0.7688 -0.5265
H 15.24000 36.69200 15.95500 2.0748 -0.0660 2.4765
H 16.04500 37.57100 17.46500 -0.0882 0.5969 -0.5114
H 16.62100 37.31400 14.26600 0.1134 0.1127 2.0238
H 17.73800 38.07700 15.38300 -0.0978 1.3448 -0.4194
H 15.71600 39.42900 13.87400 0.5347 0.1361 -1.7799
H 15.97700 39.90700 15.43200 0.7898 3.0101 2.0088
H 14.02400 38.43800 16.28600 -0.1531 1.6882 -1.8833
H 14.05400 37.66600 14.73500 -0.8945 3.0705 -0.0169
H 11.36700 39.28900 15.90900 0.9838 0.6281 0.2216
H 11.59800 38.38700 14.46700 1.2930 1.8398 0.6146
H 10.74500 41.18800 14.71800 0.2182 1.8679 -0.1250
H 9.88300 39.95100 13.88700 2.7195 0.4847 0.6989
H 11.56900 41.33300 12.35000 0.6586 3.5803 -1.2680
H 11.56900 39.79600 12.10300 -1.6332 -2.4154 -1.5447
H 13.89400 40.72600 13.06000 1.0813 0.6263 -0.7606
H 13.51900 39.10900 12.85400 0.7636 -3.3240 -1.5724
H 12.85600 41.97700 15.18500 -0.0494 -1.1733 -0.7442
H 14.39800 41.48100 15.19500 6.4287 1.8743 -1.6481
H 14.09800 40.60500 17.47200 2.6520 -1.8511 0.8502
H 12.50100 40.36400 17.14900 -0.6650 -0.4458 0.2541
H 13.06200 42.24600 18.95900 0.5857 -0.1449 -3.4625
H 12.06500 42.72000 17.42800 1.7016 -0.6427 0.5967
H 13.80100 43.04600 17.28200 -0.1457 -0.3180 1.0592
O 22.48100 30.92600 15.70400 -2.5418 3.0538 1.8007
C 21.63000 31.85500 16.02500 11.4625 -7.2037 -2.2800
O 20.49400 31.78500 15.68500 -9.1587 0.9611 -1.6612
B 19.86400 33.16400 15.89300 2.3119 -1.0622 0.8761
O 21.08900 33.87300 16.37500 -6.4782 5.7799 -1.9334
C 22.02000 33.12000 16.55700 5.3811 -1.8556 5.6880
O 22.87800 33.30400 17.41700 0.1959 -0.1604 -1.6714
O 18.81400 33.17400 16.92500 8.0591 -2.8919 3.3352
C 17.82100 33.64300 16.46700 -9.3989 0.2160 0.0244
O 16.71300 33.50500 16.98800 0.4620 1.3373 -0.5461
C 18.04800 33.95100 15.07600 -6.2467 4.6628 -7.6511
O 19.21600 33.66100 14.73100 3.2300 -0.9163 -0.5066
O 17.23800 34.42800 14.16800 2.5298 -1.8634 4.5107
O 20.48400 36.29300 14.41300 -0.9306 -1.4059 -3.7559
C 20.37800 36.52500 15.54900 3.0113 1.2988 -0.7344
O 19.39000 36.58300 16.30800 -4.4912 -0.3395 2.8572
B 19.80600 37.06200 17.65500 2.3217 -0.2342 -2.1645
O 21.22600 37.51900 17.41900 -2.8064 0.2952 3.0235
C 21.50800 37.11200 16.25400 6.9027 0.3991 -1.6178
O 22.65400 37.23600 15.80700 -2.1171 -0.2867 0.0481
O 19.67600 36.02900 18.62300 2.1706 -1.0726 -2.0552
C 18.90200 36.47100 19.53300 -0.0709 -0.7447 -0.4950
O 18.35800 35.80600 20.30700 -1.8972 -1.8751 3.6077
C 18.65200 37.85400 19.22300 -4.8286 4.1504 8.4983
O 19.01100 38.19100 18.11900 1.4816 1.5697 -4.8839
O 18.06600 38.60100 20.08100 1.1483 -1.1280 -2.6017
O 18.38600 40.82600 13.49700 -4.0967 1.4701 -2.9880
H 19.10700 40.45300 13.83900 4.5774 -1.7762 2.6673
H 17.97700 41.49200 14.05100 0.0220 0.1911 0.4366
O 16.61700 40.79200 18.59600 4.1362 1.0429 1.5139
H 17.30400 40.29000 19.21500 -1.7457 0.6191 -1.4441
H 15.86100 40.28900 18.56700 -2.4653 -2.3936 -0.0446
O 15.81500 43.14600 19.53500 -1.6730 -2.1038 -1.8612
H 16.66200 43.32900 19.87600 1.6585 0.2997 0.7152
H 15.91100 42.18000 19.12700 0.4256 1.9572 1.0314
O 10.47800 44.76100 17.29200 10.2502 -2.9085 -3.8991
H 10.64600 44.92900 16.30900 -0.0544 -0.4994 2.0331
H 9.69500 45.03000 17.37700 -10.2060 3.4245 1.6288
O 17.86500 38.56600 12.01200 0.2356 2.0858 0.6943
H 17.97400 37.62800 12.19500 0.4635 0.3136 0.6877
H 18.24400 39.25800 12.68900 -1.0767 -2.4590 -1.5144
O 10.85900 43.67000 19.83900 -2.2479 -0.4073 0.7597
H 10.87900 43.51500 18.91400 -0.1782 -0.0337 -1.3458
H 11.73800 43.85300 20.05000 2.3749 0.4644 0.9305
O 16.78400 42.76900 14.35300 -0.8524 0.9190 -1.7023
H 16.67200 43.44300 15.01200 0.0190 0.4218 1.2707
H 16.52700 43.29800 13.55200 0.5665 -1.1338 0.6990
O 8.87700 43.28300 12.49900 -1.9374 2.9966 3.2085
H 9.71700 43.64900 12.41500 2.2945 1.4704 0.2829
H 8.94700 42.61500 11.92000 -0.2919 -4.4689 -3.2781
O 14.06000 42.19400 10.53700 -0.0711 -0.4627 -0.2114
H 14.81100 41.63500 10.85000 -0.3486 0.6545 0.1852
H 14.02500 43.01400 11.02800 0.2109 -0.1207 0.0807
O 8.70000 40.82900 11.15100 0.1226 -1.8630 -0.8627
H 8.95100 39.86200 11.18600 -0.1657 1.2160 0.5513
H 8.25700 40.83300 10.28600 0.0546 0.4187 0.3373
O 9.18700 37.84900 12.08200 0.3129 -0.4532 -0.3347
H 8.99100 37.43200 12.92600 -0.4602 0.5788 1.0048
H 9.17700 37.02200 11.59500 0.2056 0.0766 -0.9867
O 12.32600 44.13900 12.46900 1.4351 -0.1168 0.6038
H 13.33100 44.23700 12.52600 -2.4486 0.2220 -0.6228
H 11.92800 44.53500 11.67900 0.9520 0.0367 0.1219
O 7.58900 37.45000 14.28900 0.7736 0.7512 0.7986
H 7.30000 38.30100 13.97300 -0.9724 0.3363 -1.1315
H 8.14000 37.86000 14.98400 0.1859 -1.1764 0.5612
O 12.15900 38.87900 19.50800 -3.0562 -0.0241 -3.1642
H 11.25900 38.92700 19.87900 1.1279 0.0546 0.3460
H 12.81100 38.87900 20.13900 1.8869 -0.0063 2.7787
O 16.06500 40.51900 11.03100 -5.6541 5.6023 -7.8428
H 16.51600 39.94500 11.47000 4.8928 -6.3949 3.9878
H 15.91300 40.23400 10.02400 1.0023 0.4906 3.7236
O 15.67100 44.56000 17.03200 -1.3611 1.7648 -0.9022
H 15.73400 43.96900 17.75700 0.6360 -1.3747 1.5453
H 14.92000 45.11100 17.36200 0.8946 -0.3112 -0.7633
O 11.95300 35.73500 15.36000 -0.5420 0.6908 0.1422
H 11.82400 35.99300 16.27900 -0.0444 -0.0752 -0.0099
H 12.69700 35.14700 15.40600 0.6883 -0.5919 -0.1131
O 8.94000 38.10700 16.77500 4.4320 -1.9049 0.3467
H 8.67900 38.83300 17.27900 -1.2856 2.1006 1.2667
H 9.91400 38.00400 17.17800 -3.1012 -0.1087 -1.5587
O 13.51500 41.34100 22.00600 -1.1596 1.6944 1.0823
H 13.62200 42.26700 21.71400 -0.5693 0.1775 0.8551
H 14.03600 40.99300 21.33800 1.7480 -1.9774 -1.8347
O 13.76400 44.00900 21.04200 -3.1809 2.9356 3.7046
H 13.75900 44.99800 21.22800 -0.2648 -1.9469 0.0825
H 14.31200 43.97000 20.33700 3.3072 -0.8477 -3.7534
```
Forces are in eV/Å.

The following is a quantum chemistry calculation of 2 unconnected molecules or ions with the total composition C5H13NO at a distorted geometry, from the OMol25 dataset.

- Kohn-Sham gap (Eh) = 0.3802
- SMILES = C=NCCCC.O
- relative energy (zero: lowest compared OMol25 entry of this formula, charge and spin) (kJ/mol) = 269.5
- total charge = 0
- electronic energy (eV) = -8931.2173
- highest occupied orbital energy (eV) = -9.5

Structure (XYZ):
```
20
Properties=species:S:1:pos:R:3:forces:R:3
C -2.44874 0.01605 1.27300 0.3643 1.7747 -0.9052
C -1.62248 0.14014 -0.04582 -1.1087 0.1550 -2.9461
C -0.13798 0.48418 0.23546 -1.5689 -1.6874 1.8421
C 0.64840 -0.83720 0.38815 1.0507 1.4247 -1.0815
C 1.25839 -0.87183 -2.00870 -2.0414 0.4263 2.1092
N 1.23359 -1.43095 -0.84075 -0.1566 0.7191 -1.3882
H -2.46772 -1.00577 1.52012 0.1431 -1.2848 0.8784
H -1.88231 0.63858 2.03723 -1.2095 -0.8626 -0.5993
H -3.52616 0.31067 1.18038 1.0637 0.0781 0.0352
H -1.73784 -0.86243 -0.76258 0.3989 2.4386 1.9621
H -1.99516 0.99802 -0.76573 0.2356 -1.5783 1.5828
H 0.22448 1.11367 -0.52796 0.7292 0.6934 -0.6751
H -0.12726 1.04206 1.22450 0.3261 -0.4961 -1.2573
H 0.06827 -1.58545 0.92538 0.1318 -0.0952 -0.0937
H 1.56566 -0.61378 0.94628 -0.2473 -0.3686 0.5316
H 1.74399 -1.49617 -2.75766 -0.0291 0.6143 -0.2970
H 0.64112 0.12285 -2.27806 1.6392 -2.0970 0.4119
H 2.42407 0.62715 -0.13476 0.6159 3.3124 -0.1622
H 3.46640 1.56129 0.47162 -0.1610 0.4528 -0.2054
O 2.67128 1.64893 -0.08011 -0.1759 -3.6194 0.2577
```
Forces are in eV/Å.

What is the formula in the second record?
C11H13N7O4Pt